Entry 1:
The following is a DFT calculation (the ωB97M-V functional and the def2-TZVPD basis) of C5H10O in the gas phase.

* energy: -7390.928 eV
* relative energy (zero: lowest compared OMol25 entry of this formula, charge and spin): 3.8377 eV
* lowest unoccupied orbital energy: 1.01 eV
* total charge: 0
* gap between HOMO and LUMO: 8.79 eV

The geometry in XYZ format:
```
16
Properties=species:S:1:pos:R:3:lowdin_charge:R:1
C 1.2054 -0.4486 -1.3772 -0.11
C 0.6154 -1.0676 -0.1234 -0.22
C -0.1142 -0.0875 0.7562 -0.36
O -0.2553 -0.7394 2.0148 -0.03
C -0.7394 1.2650 0.8359 -0.17
C -1.2449 0.6933 -0.4078 -0.06
H 1.3400 0.6236 -1.2075 0.07
H 0.5540 -0.5759 -2.2449 0.07
H 2.1804 -0.8854 -1.5889 0.07
H -0.1785 -1.7917 -0.3687 0.12
H 1.3384 -1.6524 0.4563 0.11
H 0.0671 -0.0754 2.6521 0.11
H -1.4888 1.0736 1.6053 0.12
H -0.2629 2.2357 0.9206 0.10
H -0.8010 1.1606 -1.3005 0.08
H -2.2156 0.2719 -0.6224 0.08
```

Entry 2:
The following is a DFT calculation (the ωB97M-V functional and the def2-TZVPD basis) of C5H10O in the gas phase.

* energy: -7390.195 eV
* relative energy (zero: lowest compared OMol25 entry of this formula, charge and spin): 4.5706 eV
* lowest unoccupied orbital energy: 1.03 eV
* total charge: 0
* gap between HOMO and LUMO: 8.98 eV

The geometry in XYZ format:
```
16
Properties=species:S:1:pos:R:3:lowdin_charge:R:1
C -0.0575 -1.2632 0.8560 -0.07
C 0.3785 -0.5198 -0.3959 -0.40
C -0.5607 -0.7715 -1.5651 -0.04
C -0.7815 1.5555 0.7338 0.02
C 0.6909 1.6772 0.9330 -0.20
O 0.3881 0.9387 -0.2912 -0.20
H 0.4999 -0.9642 1.7486 0.08
H 0.1357 -2.3279 0.6841 0.09
H -1.1191 -1.1089 1.0539 0.08
H 1.4043 -0.8099 -0.6638 0.15
H -0.4669 -1.8043 -1.9126 0.09
H -0.3278 -0.0983 -2.3957 0.09
H -1.5953 -0.5898 -1.2546 0.09
H -1.0636 2.4162 0.1018 0.03
H 1.2608 2.5747 0.6696 0.11
H 1.2145 1.0955 1.6982 0.10
```

Entry 3:
The following is a DFT calculation (the ωB97M-V functional and the def2-TZVPD basis) of C5H10O in the gas phase.

* energy: -7391.978 eV
* relative energy (zero: lowest compared OMol25 entry of this formula, charge and spin): 2.7874 eV
* lowest unoccupied orbital energy: 0.91 eV
* total charge: 0
* gap between HOMO and LUMO: 9.66 eV

The geometry in XYZ format:
```
16
Properties=species:S:1:pos:R:3:lowdin_charge:R:1
C 1.2159 -1.4840 -0.0166 -0.10
C 1.1643 0.0382 -0.0405 -0.23
C -0.1308 0.4669 0.5510 -0.27
C -1.0241 1.7579 0.2021 -0.01
C -1.4149 0.3635 -0.1476 -0.37
O -1.2750 0.1812 -1.5397 -0.02
H 0.3457 -1.8968 -0.5420 0.07
H 1.1781 -1.8614 1.0128 0.08
H 2.1191 -1.8635 -0.4951 0.07
H 2.0096 0.4596 0.5211 0.11
H 1.2156 0.4277 -1.0585 0.11
H -0.2406 0.2512 1.6250 0.15
H -0.5682 2.0693 1.1191 0.09
H -0.8262 2.3618 -0.6764 0.10
H -2.2485 -0.1864 0.2754 0.14
H -1.2331 -0.7736 -1.6822 0.09
```

Entry 4:
The following is a DFT calculation (the ωB97M-V functional and the def2-TZVPD basis) of C5H10O in the gas phase.

* energy: -7394.140 eV
* relative energy (zero: lowest compared OMol25 entry of this formula, charge and spin): 0.6254 eV
* lowest unoccupied orbital energy: 0.88 eV
* total charge: 0
* gap between HOMO and LUMO: 9.33 eV

The geometry in XYZ format:
```
16
Properties=species:S:1:pos:R:3:lowdin_charge:R:1
C -2.2910 0.7136 0.5390 -0.10
C -1.1949 0.2874 -0.3831 -0.13
C -0.1373 -0.4545 -0.0536 -0.38
O -0.0078 -1.1443 1.1232 0.04
C 1.1046 -0.5124 -0.8864 -0.20
C 2.3004 0.0375 -0.1019 -0.10
H -2.1975 0.2997 1.5501 0.07
H -2.2315 1.8046 0.6501 0.08
H -3.2737 0.4475 0.1413 0.07
H -1.2247 0.6990 -1.3884 0.10
H -0.8870 -1.2702 1.5037 0.10
H 1.3097 -1.5394 -1.2092 0.12
H 0.9312 0.0986 -1.7783 0.11
H 3.2127 -0.0156 -0.7028 0.07
H 2.4528 -0.5356 0.8170 0.07
H 2.1341 1.0841 0.1792 0.08
```

Entry 5:
The following is a DFT calculation (the ωB97M-V functional and the def2-TZVPD basis) of a molecular structure, C5H10O.

* energy: -7393.662 eV
* relative energy (zero: lowest compared OMol25 entry of this formula, charge and spin): 1.1032 eV
* lowest unoccupied orbital energy: 1.12 eV
* total charge: 0
* gap between HOMO and LUMO: 10.65 eV

The geometry in XYZ format:
```
16
Properties=species:S:1:pos:R:3:lowdin_charge:R:1
C -1.4921 0.6656 -0.1498 -0.07
C -0.5613 -0.2241 0.6606 -0.28
C -0.3743 -1.6592 0.1378 -0.16
O 0.9355 -1.3766 -0.3475 -0.09
C 0.9521 -0.1148 0.3538 -0.35
C 1.4929 0.9926 -0.5305 -0.04
H -1.4136 1.7090 0.1772 0.08
H -2.5383 0.3591 -0.0298 0.08
H -1.2516 0.6307 -1.2180 0.08
H -0.8157 -0.1584 1.7240 0.13
H -1.0434 -1.9723 -0.6682 0.12
H -0.3503 -2.4295 0.9190 0.12
H 1.5488 -0.2171 1.2714 0.14
H 2.5859 0.9562 -0.5595 0.08
H 1.1955 1.9904 -0.1875 0.08
H 1.1300 0.8483 -1.5530 0.08
```

Entry 6:
The following is a DFT calculation (the ωB97M-V functional and the def2-TZVPD basis) of C5H10O in the gas phase.

* energy: -7394.071 eV
* relative energy (zero: lowest compared OMol25 entry of this formula, charge and spin): 0.6944 eV
* lowest unoccupied orbital energy: 1.14 eV
* total charge: 0
* gap between HOMO and LUMO: 10.65 eV

The geometry in XYZ format:
```
16
Properties=species:S:1:pos:R:3:lowdin_charge:R:1
C 1.8999 0.2894 0.0348 -0.07
C 0.3822 0.3738 0.1003 -0.37
C -0.4105 -0.1790 -1.0968 -0.13
C -1.7846 -0.1399 -0.4373 -0.23
O -1.5809 -0.7733 0.8135 -0.13
C -0.2693 -0.4090 1.2573 -0.17
H 2.2804 0.8540 -0.8234 0.08
H 2.3611 0.7135 0.9352 0.08
H 2.2438 -0.7471 -0.0611 0.08
H 0.0922 1.4277 0.2060 0.14
H -0.3764 0.4492 -1.9887 0.12
H -0.0280 -1.1799 -1.3538 0.13
H -2.7041 -0.4813 -0.9106 0.12
H -2.0611 0.9336 -0.3482 0.12
H -0.3532 0.1842 2.1770 0.12
H 0.3085 -1.3159 1.4958 0.12
```

Entry 7:
The following is a DFT calculation (the ωB97M-V functional and the def2-TZVPD basis) of C5H10O in the gas phase.

* energy: -7394.156 eV
* relative energy (zero: lowest compared OMol25 entry of this formula, charge and spin): 0.6097 eV
* lowest unoccupied orbital energy: 1.13 eV
* total charge: 0
* gap between HOMO and LUMO: 10.58 eV

The geometry in XYZ format:
```
16
Properties=species:S:1:pos:R:3:lowdin_charge:R:1
C 1.9105 0.1146 0.0076 -0.07
C 0.4029 0.4986 0.1608 -0.34
C -0.4476 0.1054 -1.0364 -0.15
C -1.8206 -0.1922 -0.4832 -0.21
O -1.6187 -0.5720 0.8603 -0.12
C -0.3053 -0.2815 1.2752 -0.19
H 2.3729 0.5950 -0.8649 0.08
H 2.4774 0.4280 0.8921 0.07
H 2.0656 -0.9699 -0.1073 0.08
H 0.3246 1.5705 0.3414 0.13
H -0.4526 0.8046 -1.8767 0.12
H 0.0561 -0.8252 -1.3088 0.12
H -2.3240 -1.0012 -1.0185 0.12
H -2.4806 0.6783 -0.5321 0.12
H -0.3650 0.2733 2.2095 0.12
H 0.2046 -1.2263 1.4811 0.12
```

Entry 8:
The following is a DFT calculation (the ωB97M-V functional and the def2-TZVPD basis) of C5H10O in the gas phase.

* energy: -7393.749 eV
* relative energy (zero: lowest compared OMol25 entry of this formula, charge and spin): 1.0168 eV
* lowest unoccupied orbital energy: 1.13 eV
* total charge: 0
* gap between HOMO and LUMO: 10.99 eV

The geometry in XYZ format:
```
16
Properties=species:S:1:pos:R:3:lowdin_charge:R:1
C -1.6706 0.0802 1.3328 0.00
C -0.5600 0.7507 1.0536 -0.21
C 0.7892 0.1138 0.8757 -0.21
C 1.2694 0.0606 -0.5814 -0.19
C 0.3191 -0.6738 -1.5257 -0.28
O -0.9068 -0.0063 -1.7163 -0.08
H -1.6406 -0.9893 1.5168 0.07
H -2.6290 0.5806 1.4194 0.07
H -0.6363 1.8305 0.9649 0.11
H 1.5257 0.6683 1.4671 0.11
H 0.7533 -0.9027 1.2861 0.11
H 1.4081 1.0803 -0.9590 0.12
H 2.2500 -0.4316 -0.6063 0.11
H 0.1650 -1.7078 -1.1700 0.12
H 0.7724 -0.7375 -2.5191 0.11
H -1.2090 0.2841 -0.8386 0.03
```

Entry 9:
The following is a DFT calculation (the ωB97M-V functional and the def2-TZVPD basis) of C5H10O in the gas phase.

* energy: -7393.607 eV
* relative energy (zero: lowest compared OMol25 entry of this formula, charge and spin): 1.1585 eV
* lowest unoccupied orbital energy: 1.00 eV
* total charge: 0
* gap between HOMO and LUMO: 11.07 eV

The geometry in XYZ format:
```
16
Properties=species:S:1:pos:R:3:lowdin_charge:R:1
C 1.7327 0.4091 0.5838 -0.09
C 0.8727 0.2776 -0.6726 -0.19
C -0.5718 -0.0498 -0.3455 -0.51
C -0.8656 -1.4907 0.0462 0.00
C -1.4549 1.0304 0.1030 -0.10
O -1.5391 0.5294 -1.2230 -0.03
H 1.6991 -0.5015 1.1931 0.07
H 1.3840 1.2394 1.2091 0.07
H 2.7794 0.6004 0.3269 0.07
H 1.2741 -0.5094 -1.3257 0.12
H 0.8917 1.2124 -1.2441 0.12
H -1.4348 -1.9729 -0.7525 0.09
H 0.0575 -2.0588 0.1895 0.08
H -1.4496 -1.5575 0.9667 0.08
H -1.0736 2.0488 0.1972 0.12
H -2.3017 0.7932 0.7478 0.12
```

Entry 10:
The following is a DFT calculation (the ωB97M-V functional and the def2-TZVPD basis) of C5H10O in the gas phase.

* energy: -7391.852 eV
* relative energy (zero: lowest compared OMol25 entry of this formula, charge and spin): 2.9136 eV
* lowest unoccupied orbital energy: 0.96 eV
* total charge: 0
* gap between HOMO and LUMO: 10.09 eV

The geometry in XYZ format:
```
16
Properties=species:S:1:pos:R:3:lowdin_charge:R:1
C -2.0045 0.5902 0.0242 -0.08
C -0.8436 -0.6848 -0.3352 -0.12
C 0.4335 -0.6900 0.5190 -0.24
C 1.8137 -0.9449 -0.0859 -0.06
C 1.4152 0.4399 0.2792 -0.36
O 1.1966 1.3067 -0.7958 -0.01
H -1.8761 1.3579 -0.7232 0.03
H -1.8276 0.9420 1.0461 0.06
H -3.1110 0.3327 0.0052 0.07
H -1.7507 -1.1345 -0.0550 0.04
H -0.5382 -0.6582 -1.3935 0.10
H 0.3401 -1.0074 1.5568 0.13
H 2.5672 -1.4457 0.5206 0.10
H 1.8735 -1.1648 -1.1490 0.11
H 1.8708 0.8977 1.1563 0.14
H 0.4410 1.8633 -0.5699 0.09
```

Calculated values (eV) of E_HOMO for the records, taken in order: -7.785 -7.945 -8.745 -8.450 -9.529 -9.511 -9.454 -9.866 -10.075 -9.126.